A molecular structure, C32H26Cl3N2P2Pd, computed with ωB97M-V/def2-TZVPD.

```
66
C32H26Cl3N2P2Pd | the OMol25 dataset | ωB97M-V/def2-TZVPD
C 4.0961 0.7969 3.6246
C 3.5206 0.4687 0.9293
H 2.3056 2.4339 -0.9536
C 0.5015 -2.2231 1.9186
Cl -0.4219 -3.8299 3.7683
C 0.2631 2.7928 2.2448
H -3.9834 -2.3594 -2.5989
Pd -0.2996 0.2072 0.0561
C -0.6395 -0.8975 -3.8133
C -5.2131 -3.3647 0.3901
H -3.5517 0.9875 -1.3947
H -5.7866 -3.7387 -1.6449
H 0.5540 -3.4658 -5.6646
C -4.3255 -2.7151 1.2343
C -0.0226 -1.5639 -4.8612
H -1.4765 -3.5799 -1.9033
H 3.2934 0.3227 -0.1214
N 0.1606 -1.3392 1.2827
C 0.1955 2.8237 -1.2430
C 0.0753 -2.9481 -4.8440
C 0.9361 -3.3554 2.7458
H 1.8039 4.3009 2.2909
P 1.0962 1.7707 1.0180
H 4.3198 0.9265 4.6753
Cl 1.4055 -4.6691 1.6685
Cl 2.3041 -2.8102 3.7171
H -1.5538 4.9946 4.8409
C -3.1842 -1.7970 -0.6790
H 5.3647 -0.6113 0.8183
C -1.6686 1.8593 -2.0049
H 1.7169 3.8603 -0.0950
C 1.4483 2.8549 -0.4201
C 0.8412 3.9869 2.6778
C -0.4432 -3.6703 -3.7781
H -0.7021 0.1851 -3.8254
H -6.0033 -3.9765 0.8047
C -2.6955 0.7714 -2.0410
C 0.1880 4.7741 3.6104
C -1.1707 -1.6223 -2.7462
H -4.4227 -2.8166 2.3071
H -3.0806 0.5790 -3.0438
N -0.5986 1.7047 -1.1559
H -2.2299 3.4725 -3.3757
H 0.6368 5.7005 3.9425
C -0.3674 3.6891 -2.1497
P -1.8959 -0.7285 -1.3523
H -0.3705 -4.7497 -3.7669
C -1.6235 3.1905 3.6882
C -3.3119 -1.9320 0.7003
H -2.5854 2.8848 4.0773
H 2.2519 1.8822 3.7429
C 4.9719 0.0994 2.8069
C 4.6832 -0.0658 1.4574
C -1.5483 3.0682 -2.6448
C -0.9716 2.3999 2.7523
C -5.0919 -3.2326 -0.9880
H -2.6196 -1.4185 1.3579
H 0.0255 4.6494 -2.4417
C 2.9308 1.3390 3.0984
C -1.0639 -3.0113 -2.7278
C -4.0808 -2.4529 -1.5237
C 2.6428 1.1857 1.7450
H 0.3808 -1.0004 -5.6919
C -1.0439 4.3752 4.1150
H -1.4284 1.4802 2.4055
H 5.8822 -0.3160 3.2186
```

Computed properties:
- Energy relative to the best compared isomer or geometry (same formula, charge and spin): 0.0 kcal/mol
- Total energy: -96206.665 eV
- Net charge: +1
- HOMO energy: -10.11 eV
- E_LUMO: -2.6 eV

So, what does the Löwdin scheme give us? The charges, in e, come out as:
1. C -0.074
2. C -0.103
3. H 0.090
4. C -0.307
5. Cl 0.654
6. C -0.368
7. H 0.117
8. Pd 0.636
9. C -0.077
10. C -0.063
11. H 0.098
12. H 0.113
13. H 0.110
14. C -0.071
15. C -0.064
16. H 0.106
17. H 0.104
18. N 0.080
19. C -0.380
20. C -0.069
21. C -1.618
22. H 0.114
23. P 0.991
24. H 0.112
25. Cl 0.659
26. Cl 0.661
27. H 0.112
28. C -0.374
29. H 0.111
30. C -0.403
31. H 0.095
32. C -0.226
33. C -0.091
34. C -0.070
35. H 0.104
36. H 0.112
37. C -0.237
38. C -0.061
39. C -0.356
40. H 0.108
41. H 0.103
42. N -0.159
43. H 0.105
44. H 0.112
45. C -0.041
46. P 0.997
47. H 0.109
48. C -0.066
49. C -0.106
50. H 0.110
51. H 0.103
52. C -0.075
53. C -0.072
54. C -0.045
55. C -0.092
56. C -0.061
57. H 0.074
58. H 0.104
59. C -0.080
60. C -0.095
61. C -0.083
62. C -0.358
63. H 0.111
64. C -0.061
65. H 0.079
66. H 0.111

7 unconnected molecules or ions with the total composition C32H26F6O20 at a distorted geometry, computed with ωB97M-V/def2-TZVPD.

```
84
C32H26F6O20 | the OMol25 dataset | ωB97M-V/def2-TZVPD
C 23.0972 8.4737 -3.2621
F 21.5213 3.0275 -0.5561
H 24.0286 2.8586 0.2609
C 21.6640 4.3842 -0.8061
H 28.1023 15.0118 0.5250
C 30.2079 8.9086 -2.2610
O 22.0628 7.9544 -2.4784
O 20.6185 4.9527 -2.7207
C 26.5530 7.2666 -3.7357
H 25.3843 5.1782 -2.4504
C 20.3534 5.0362 -1.3990
O 21.3313 8.8760 -4.3024
C 32.3584 3.8464 -3.1780
H 30.7824 10.8909 0.4422
O 25.8192 6.2186 -4.1789
C 26.5205 14.1179 -2.8210
C 27.6031 13.3236 -2.3569
C 28.0372 12.0529 -3.1576
H 30.6280 5.1376 -3.0384
F 23.4293 9.7368 -2.8838
H 24.0136 7.9035 -3.1098
O 26.0880 2.4073 0.2672
H 24.6344 1.5217 1.3230
H 27.4493 4.8250 -1.9503
C 27.2695 7.3600 0.2821
C 28.9424 11.1159 -2.4110
C 30.6305 9.3205 -1.0198
C 25.0544 3.3683 2.0918
F 28.2046 4.8339 -3.7699
C 26.0993 15.2186 -2.1540
H 31.1666 8.6832 -0.3321
C 27.3891 5.3102 -2.9246
O 25.4110 8.6351 0.3168
C 31.1498 4.4667 -2.3560
F 32.0910 4.0065 -4.4503
H 21.8408 4.8605 0.1583
H 25.9438 13.8183 -3.6835
C 29.4242 11.4766 -1.1240
O 26.3436 3.8722 1.9191
H 30.5610 7.9390 -2.5796
C 20.9836 8.3386 -3.1167
O 27.6455 11.8171 -4.1892
O 26.1181 6.7001 -0.2039
C 22.6924 8.4418 -4.6820
C 22.0447 4.9283 -2.8986
O 28.1074 3.5294 0.4467
H 24.5249 4.3210 2.0797
H 28.9416 9.4691 -3.8484
O 33.3653 4.6397 -2.7991
H 20.3079 6.0442 -0.9867
F 24.7553 2.8763 3.3310
C 30.2629 10.5812 -0.4525
O 26.4561 8.3974 -4.1809
C 26.0395 5.1442 -3.3208
O 27.5003 6.7608 -2.8730
O 31.7462 5.1163 -1.2610
O 22.5960 5.1931 -3.9659
H 32.4715 2.7855 -2.9546
H 26.4130 16.5224 -0.5037
H 30.2994 3.9134 -1.9575
O 19.8361 8.2601 -2.6447
C 26.6634 15.6083 -1.0214
H 27.5709 6.6830 1.0814
H 23.2794 9.0882 -5.3345
C 24.8433 2.4999 0.8899
C 27.6916 14.8714 -0.4640
C 25.0306 7.4339 0.0952
F 27.2263 9.4057 -0.6067
O 33.8174 6.1757 -1.1319
H 27.1372 9.2170 1.4095
H 25.8254 4.1835 -3.7892
O 22.6466 4.7547 -1.7629
H 25.4740 15.8449 -2.7730
C 28.0682 13.6239 -1.0612
H 19.4743 4.4348 -1.1672
C 28.9895 12.7359 -0.3750
C 29.3472 9.8913 -2.9409
O 23.9072 6.9741 0.1881
O 29.3689 12.9377 0.7696
H 28.1519 7.4078 -0.3560
C 33.0581 5.3599 -1.6732
H 22.9568 7.4097 -4.9121
C 26.8308 8.7370 0.4800
C 26.9570 3.3006 0.8550
```

Computed properties:
- SMILES: O=C1c2ccccc2C(=O)c2ccccc21.O=C1OC[C@@H](F)O1.O=C1OC[C@@H](F)O1.O=C1OC[C@@H](F)O1.O=C1OC[C@@H](F)O1.O=C1OC[C@@H](F)O1.O=C1OC[C@@H](F)O1
- Energy relative to the best compared isomer or geometry (same formula, charge and spin): 114.7 kcal/mol
- Total energy: -90857.447 eV
- HOMO energy: -9.49 eV
- E_LUMO: -0.8 eV

So, what does the Löwdin scheme give us? The charges, in e, come out as:
1. C -0.370
2. F 0.043
3. H 0.130
4. C -0.247
5. H 0.115
6. C -0.033
7. O 0.155
8. O 0.058
9. C -0.488
10. H 0.136
11. C -0.108
12. O 0.094
13. C -0.384
14. H 0.112
15. O 0.090
16. C -0.009
17. C -0.015
18. C -0.339
19. H 0.114
20. F 0.085
21. H 0.147
22. O 0.077
23. H 0.151
24. H 0.164
25. C -0.068
26. C -0.088
27. C -0.080
28. C -0.316
29. F 0.172
30. C -0.108
31. H 0.102
32. C -0.406
33. O 0.186
34. C -0.072
35. F 0.112
36. H 0.159
37. H 0.120
38. C -0.080
39. O 0.135
40. H 0.095
41. C -0.536
42. O 0.195
43. O 0.056
44. C 0.009
45. C -0.472
46. O 0.110
47. H 0.165
48. H 0.102
49. O 0.156
50. H 0.135
51. F 0.080
52. C -0.005
53. O 0.156
54. C -0.114
55. O 0.115
56. O 0.053
57. O 0.136
58. H 0.172
59. H 0.113
60. H 0.131
61. O 0.122
62. C -0.086
63. H 0.149
64. H 0.156
65. C -0.067
66. C 0.025
67. C -0.581
68. F 0.107
69. O 0.132
70. H 0.186
71. H 0.166
72. O 0.144
73. H 0.119
74. C -0.091
75. H 0.148
76. C -0.288
77. C 0.022
78. O 0.140
79. O 0.091
80. H 0.138
81. C -0.428
82. H 0.127
83. C -0.263
84. C -0.460

A molecular structure, C32H26FeNO2S, computed with ωB97M-V/def2-TZVPD.

```
63
C32H26FeNO2S | the OMol25 dataset | ωB97M-V/def2-TZVPD
C -0.7084 -4.4882 -2.4651
H 2.4177 -3.5250 -1.6593
H -1.3088 -6.5017 -2.8856
S 0.0278 -0.0419 2.8973
C 1.6548 -0.0851 3.5383
C 1.8246 -5.5189 -2.1125
H 2.8238 -5.9122 -1.9633
C 3.3202 3.4523 -0.3271
N -0.0799 2.0731 -0.0927
C -1.1590 -1.6211 -2.6723
C 1.5935 -4.1617 -1.9528
C 0.7881 -6.3770 -2.4562
H 1.5816 6.3453 -0.0718
C 2.9506 0.0988 5.6040
C -3.7672 1.7324 -0.0745
H -5.7590 0.9366 -0.0525
H -4.1222 2.7383 -0.2675
C 1.7453 0.0576 4.9384
C -0.6658 4.8244 -0.0491
C 4.1400 -0.0012 4.8880
C 0.9343 2.9850 -0.1575
H -0.8899 5.8858 -0.0299
C -2.9119 -0.8481 0.3721
O 4.1080 -0.7445 0.8762
C 0.6933 4.3949 -0.1111
C -1.9512 0.1494 0.2654
C -4.7002 0.7163 0.0412
O 1.9493 -0.3736 0.6020
C 1.7779 5.2784 -0.1329
H 2.1628 -1.4430 -1.7831
H 4.9809 -0.2714 2.9368
H 0.9680 -7.4377 -2.5870
H 3.9151 5.5186 -0.2272
C -0.1221 -1.8894 -0.4197
C -1.3806 2.5185 -0.0299
H 5.0988 0.0463 5.3926
H -1.0491 -1.7810 -3.7508
H 4.3346 3.0788 -0.4084
C 2.8646 -0.2282 2.8238
H -1.2720 -0.5551 -2.4738
C 4.0747 -0.1697 3.5185
C 0.0773 -2.1250 -1.9013
H 1.0166 -0.2259 -2.2934
C -0.4826 -5.8486 -2.6259
C 2.9897 -0.4749 1.3302
C -4.2763 -0.5859 0.2757
C 1.2770 -1.2812 -2.3948
H -1.7145 -4.1130 -2.5988
H -2.7015 4.2067 0.0430
H 2.4509 1.4906 -0.3898
H 0.8141 0.1446 5.4862
C 0.3222 -3.6072 -2.1327
C 2.2660 2.5524 -0.3082
Fe 0.0318 -0.0747 0.4966
H 2.9677 0.2090 6.6841
H -2.0751 -2.1007 -2.3265
C 3.0863 4.8188 -0.2284
H 1.5116 -1.4956 -3.4436
C -2.3932 1.4761 0.0509
H 0.1817 -2.7215 0.2183
C -1.6712 3.8792 -0.0161
H -2.5849 -1.8702 0.5365
H -4.9987 -1.3901 0.3710
```

Computed properties:
- Energy relative to the best compared isomer or geometry (same formula, charge and spin): 0.0 kcal/mol
- Total energy: -84413.382 eV
- Net charge: -2
- HOMO energy (spin up / spin down): 0.72 / -1.79 eV
- Multiplicity: 6
- E_LUMO (spin up / spin down): 4.6 / 4.6 eV

So, what does the Löwdin scheme give us? The charges, in e, come out as:
1. C -0.039
2. H 0.113
3. H 0.088
4. S 0.639
5. C -0.605
6. C -0.102
7. H 0.092
8. C -0.121
9. N 0.063
10. C -0.068
11. C -0.029
12. C -0.131
13. H 0.088
14. C -0.135
15. C -0.068
16. H 0.080
17. H 0.084
18. C -0.169
19. C -0.077
20. C -0.130
21. C -0.210
22. H 0.081
23. C -0.135
24. O -0.014
25. C -0.190
26. C -0.178
27. C -0.137
28. O -0.174
29. C -0.091
30. H 0.065
31. H 0.102
32. H 0.083
33. H 0.074
34. C -0.027
35. C -0.261
36. H 0.078
37. H 0.081
38. H 0.089
39. C -0.134
40. H 0.077
41. C -0.056
42. C -0.573
43. H 0.076
44. C -0.112
45. C -0.600
46. C -0.133
47. C -0.058
48. H 0.097
49. H 0.084
50. H 0.083
51. H 0.074
52. C -0.176
53. C -0.025
54. Fe 0.533
55. H 0.083
56. H 0.064
57. C -0.152
58. H 0.083
59. C -0.192
60. H 0.050
61. C -0.065
62. H 0.084
63. H 0.078